90
Properties=species:S:1:pos:R:3:mulliken_spin:R:1 method="wB97M-V/def2-TZVPD" total_charge=+2 spin_multiplicity=6 de_lowest_kcal_mol=0.0 lumo_energy_ev="-5.36 / -6.39"
Fe 0.22408 0.30504 -0.58240 3.792
C 4.58037 2.86891 3.29399 0.000
C 4.17916 1.73295 3.98875 0.001
C 3.21154 0.89967 3.45715 -0.005
C 2.63503 1.19288 2.21588 -0.001
C 3.02530 2.34126 1.53860 0.005
C 3.99905 3.17587 2.07497 0.000
P 1.29734 0.12448 1.61314 0.052
C 2.00256 -1.55112 1.86661 -0.019
C 3.40121 -1.65685 1.83373 0.019
C 4.01687 -2.89943 1.76974 -0.001
C 3.26073 -4.05941 1.73611 0.006
C 1.87796 -3.96717 1.75226 0.000
C 1.25930 -2.72788 1.80105 -0.013
C -0.14456 0.81991 2.58588 -0.039
C 0.08429 1.83399 3.51503 0.010
C -0.91230 2.69048 3.96524 0.002
C -2.18861 2.58620 3.46864 0.002
C -2.45788 1.59460 2.54004 0.009
C -1.47166 0.71494 2.09764 -0.011
H 5.34147 3.51511 3.71036 0.000
H 4.62227 1.49848 4.94742 0.000
H 2.90661 0.01779 4.00826 0.000
H 2.55038 2.62200 0.60869 0.003
H 4.29601 4.06477 1.53491 0.000
H 4.02880 -0.77889 1.84816 0.001
H 5.09740 -2.95307 1.75057 0.000
H 3.74570 -5.02543 1.69515 0.000
H 1.27120 -4.86354 1.72467 0.002
H 0.18856 -2.70014 1.79842 0.012
H 1.07617 1.98807 3.90937 0.001
H -0.66283 3.44609 4.69811 0.000
H -2.97452 3.24994 3.80284 0.001
H -3.46424 1.46368 2.16522 0.001
Se -3.16294 -7.09725 -1.21931 0.006
N -2.89123 -6.20534 0.29456 -0.028
C -2.49702 -5.00382 -0.03976 -0.020
C -2.22786 -3.95246 0.93191 -0.030
C -2.33190 -4.24173 2.28179 0.297
C -2.04268 -3.23028 3.21931 -0.012
C -1.77544 -1.98036 2.79748 0.168
N -1.74410 -1.64209 1.43550 0.040
C -1.85685 -2.67324 0.46166 0.261
C -1.52920 -2.46113 -0.93721 -0.009
N -0.91622 -1.32714 -1.39343 0.027
C -0.90810 -1.07836 -2.70876 0.046
C -1.34646 -1.95412 -3.67619 0.065
C -1.79216 -3.19155 -3.24980 0.000
C -1.89588 -3.45092 -1.89108 0.076
C -2.37935 -4.74140 -1.43738 -0.002
N -2.68532 -5.72413 -2.24478 0.018
H -2.61807 -5.23683 2.58742 0.000
H -2.06253 -3.42761 4.28126 0.005
H -1.61467 -1.15877 3.47454 0.044
H -0.53580 -0.10192 -2.99192 0.001
H -1.31672 -1.67950 -4.72062 0.002
H -2.09330 -3.96076 -3.94866 -0.002
N -2.65044 0.10714 0.11867 0.143
C -1.97316 -0.29417 1.12785 -0.041
H -3.08383 -0.66146 -0.38882 0.010
C 1.89663 0.50684 -3.43936 0.027
N 1.97401 0.08672 -1.99451 -0.099
C 3.10450 0.87218 -1.39134 0.055
N 4.35540 0.68866 -2.08278 0.004
C 4.19493 1.10032 -3.47940 -0.001
N 3.14750 0.31511 -4.13304 0.003
C 3.51202 -1.10325 -4.06864 -0.001
N 3.66578 -1.55005 -2.68049 0.001
C 2.41774 -1.35570 -1.98247 0.041
C 4.70407 -0.73508 -2.04508 0.001
H 1.60062 1.55726 -3.46538 -0.001
H 1.14466 -0.09614 -3.94268 0.004
H 3.22877 0.53626 -0.36096 -0.016
H 2.82529 1.92789 -1.40723 -0.015
H 5.13619 0.95668 -4.00814 0.000
H 3.93115 2.15844 -3.51826 -0.001
H 4.45093 -1.25525 -4.59930 0.000
H 2.73695 -1.69786 -4.55575 0.000
H 2.52061 -1.66982 -0.93941 -0.003
H 1.63870 -1.95506 -2.45779 0.005
H 5.64844 -0.88701 -2.56604 0.000
H 4.82226 -1.04911 -1.00591 -0.001
N -1.47408 4.67997 -1.45624 0.006
C -1.48994 3.40475 -1.07498 0.013
N -2.62836 2.82405 -0.76502 0.005
S 0.04414 2.60996 -1.04161 0.060
H -2.31272 5.23574 -1.50985 0.000
H -0.59883 5.11473 -1.69440 0.000
H -3.49380 3.33918 -0.81940 0.001
H -2.65940 1.84492 -0.44542 0.021



91
Properties=species:S:1:pos:R:3:mulliken_charge:R:1 method="wB97M-V/def2-TZVPD" total_charge=+3 spin_multiplicity=1 de_lowest_kcal_mol=2.9 lumo_energy_ev=-9.45
Ta -0.05702 0.41592 -1.33358 0.356
C -2.53672 1.89890 5.91079 -1.566
C -3.35440 0.83389 5.16450 1.816
C -4.74932 1.38821 4.83693 -1.602
C -3.51153 -0.38680 6.07088 -2.049
C -2.64500 0.48916 3.85880 -0.241
C -2.42115 1.49328 2.91300 -0.240
C -1.81954 1.15417 1.73354 0.262
Br -1.42165 2.49713 0.44773 -0.099
C -1.40282 -0.14762 1.41553 0.206
O -0.94393 -0.32185 0.12462 0.800
C -1.51485 -1.15064 2.38256 -0.861
C -2.17376 -0.77976 3.56460 -0.630
C -0.98739 -2.59246 2.30173 2.424
C -2.17888 -3.53887 2.10040 -1.627
C 0.05126 -2.81034 1.20017 -1.397
C -0.28822 -2.96469 3.62188 -1.853
H -3.03327 2.15115 6.84804 0.458
H -2.43955 2.82120 5.33531 0.333
H -1.53586 1.53244 6.14661 0.367
H -5.27327 1.63261 5.76128 0.460
H -5.34735 0.65385 4.29424 0.376
H -4.69792 2.30050 4.23969 0.336
H -4.03257 -0.09111 6.98088 0.437
H -2.54661 -0.80171 6.37031 0.416
H -4.10413 -1.17300 5.59797 0.416
H -2.71493 2.51599 3.10506 0.538
H -2.32047 -1.54999 4.30420 0.450
H -2.73585 -3.29391 1.19599 0.246
H -2.87644 -3.47591 2.93632 0.358
H -1.83358 -4.57229 2.03000 0.459
H -0.34251 -2.64560 0.20191 -0.257
H 0.41389 -3.83777 1.25301 0.548
H 0.91421 -2.15334 1.33611 0.234
H -0.96605 -3.00358 4.47163 0.382
H 0.51394 -2.26159 3.85301 0.414
H 0.15070 -3.95817 3.52247 0.490
S 1.65763 0.57428 0.28030 -0.382
C 2.99069 1.18332 -0.64941 0.336
N 4.19951 1.55028 -0.14993 -0.490
N 4.42801 1.47724 1.07556 0.612
C 5.65993 1.81687 1.66784 0.903
C 5.73944 1.69710 3.05370 -0.450
C 6.93153 2.00581 3.67994 -0.678
C 8.01813 2.42443 2.92273 -0.472
C 7.92009 2.54248 1.53768 -0.614
C 6.73894 2.23930 0.89259 -0.287
N 2.88470 1.29020 -1.95196 -0.841
N 1.74817 0.95597 -2.47629 0.935
C 1.80040 0.99180 -3.92071 0.586
C 0.64362 0.85037 -4.68633 0.780
C 0.70123 0.91796 -6.07122 -1.251
C 1.91360 1.10284 -6.71513 -0.749
C 3.07329 1.19759 -5.95789 -0.779
C 3.02356 1.14103 -4.57567 -0.465
H 3.70045 1.15068 1.72259 0.220
H 4.88242 1.36856 3.63180 0.337
H 7.01602 1.92005 4.75399 0.399
H 8.95300 2.65973 3.41327 0.414
H 8.77475 2.87175 0.96338 0.402
H 6.64657 2.32439 -0.18062 0.432
H -0.31496 0.64506 -4.23017 0.013
H -0.20943 0.82438 -6.65062 0.580
H 1.95813 1.16159 -7.79413 0.474
H 4.03032 1.31941 -6.44688 0.442
H 3.93474 1.22460 -4.00351 0.539
N -1.18474 4.22518 -3.10895 -0.256
C -1.41114 2.95501 -2.88297 0.495
O -0.53691 2.25229 -2.31663 -0.769
C -2.73357 2.38535 -3.33274 -1.026
I -2.98344 0.38074 -2.68325 0.203
H -0.29265 4.63252 -2.85934 0.271
H -1.86395 4.81604 -3.56743 0.262
H -2.79227 2.40004 -4.42021 0.533
H -3.55502 2.97206 -2.92500 0.610
C -2.50707 -3.11255 -1.49863 -0.869
N -2.19254 -3.01482 -2.92086 0.242
C -2.96869 -3.53171 -3.93305 -0.301
C -2.28439 -3.35267 -5.08564 -0.652
N -1.10180 -2.72818 -4.76387 0.152
C -0.05504 -2.43867 -5.74962 -0.953
C -1.05748 -2.52342 -3.43928 0.105
Se 0.44832 -1.83492 -2.50366 -0.158
H -3.41672 -3.69588 -1.38815 0.382
H -2.65407 -2.12695 -1.05966 0.038
H -1.69500 -3.61557 -0.97988 0.473
H -3.92128 -3.99540 -3.74303 0.491
H -2.52650 -3.62751 -6.09796 0.552
H 0.12827 -3.33879 -6.33071 0.417
H 0.85530 -2.14371 -5.23856 0.307
H -0.37953 -1.63488 -6.40394 0.352